1.
11
Properties=species:S:1:pos:R:3:lowdin_charge:R:1 method="wB97M-V/def2-TZVPD" total_charge=0 e_above_lowest_kcal_mol=46.6 homo_ha=-0.3179 lumo_ev=-1.726 homo_lumo_gap_ha=0.254
Si 0.559 2.687 -0.333 0.27
Si -0.653 -2.687 0.016 0.15
Si -1.046 1.780 1.079 0.42
I 1.199 -3.559 -1.382 0.25
H 1.844 2.614 0.278 -0.15
H 0.716 2.516 -1.762 -0.14
H 0.315 4.098 -0.326 -0.16
H -1.849 -3.321 -0.496 -0.13
H -0.541 -1.249 -0.005 -0.18
H -0.210 -3.296 1.335 -0.11
H -0.334 0.416 1.596 -0.21


2.
12
Properties=species:S:1:pos:R:3:lowdin_charge:R:1 method="wB97M-V/def2-TZVPD" total_charge=0 e_above_lowest_kcal_mol=79.8 smiles=Nc1cnn(O)c1F homo_ha=-0.3288 lumo_ev=0.460 homo_lumo_gap_ha=0.346
N 2.500 0.458 0.060 0.09
C 1.187 -0.071 -0.018 -0.26
C 0.818 -1.464 0.015 -0.10
N -0.492 -1.646 0.063 0.09
N -0.960 -0.420 0.047 -0.17
O -2.358 0.010 -0.180 0.01
C -0.023 0.596 -0.006 -0.18
F -0.502 1.892 0.007 0.07
H 2.906 0.312 -0.797 0.05
H 2.339 1.436 0.329 0.10
H 1.529 -2.265 -0.103 0.11
H -2.626 0.305 0.811 0.18


3.
51
Properties=species:S:1:pos:R:3:lowdin_charge:R:1 method="wB97M-V/def2-TZVPD" total_charge=0 e_above_lowest_kcal_mol=36.4 homo_ha=-0.3320 lumo_ev=0.755 homo_lumo_gap_ha=0.360
C -1.065 0.289 -1.702 -0.01
C 0.274 0.698 -1.187 -0.35
C 1.448 0.599 -2.120 -0.14
C 1.692 1.946 -2.831 -0.14
C 0.496 2.373 -3.630 -0.26
C 0.271 1.852 -4.898 -0.05
C -0.853 2.211 -5.620 -0.08
C -1.770 3.098 -5.082 -0.09
C -1.554 3.625 -3.820 -0.08
C -0.429 3.264 -3.100 -0.05
N 0.536 1.173 -0.039 0.11
N -0.424 1.329 0.937 0.07
C -1.290 0.394 1.397 -0.48
O -1.437 -0.718 0.923 0.05
C -2.006 0.828 2.664 -0.01
C -1.129 0.366 3.833 -0.50
O -0.624 1.141 4.616 0.07
N -0.999 -0.973 3.883 0.08
C -0.072 -1.620 4.784 -0.16
C 1.327 -1.765 4.161 -0.13
C 1.256 -2.484 2.843 -0.25
C 0.968 -3.844 2.801 -0.05
C 0.849 -4.502 1.591 -0.08
C 1.017 -3.809 0.404 -0.09
C 1.313 -2.458 0.436 -0.08
C 1.432 -1.801 1.647 -0.05
H -1.825 0.997 -1.370 0.09
H -1.069 0.238 -2.787 0.08
H -1.335 -0.685 -1.289 0.08
H 2.343 0.348 -1.551 0.11
H 1.261 -0.177 -2.863 0.12
H 1.922 2.696 -2.073 0.12
H 2.558 1.836 -3.487 0.12
H 0.985 1.161 -5.324 0.11
H -1.014 1.800 -6.606 0.10
H -2.648 3.379 -5.644 0.10
H -2.265 4.320 -3.396 0.10
H -0.263 3.676 -2.115 0.11
H -0.181 2.083 1.567 0.15
H -2.970 0.324 2.713 0.13
H -2.142 1.907 2.721 0.12
H -1.292 -1.504 3.073 0.13
H -0.477 -2.601 5.041 0.12
H -0.012 -1.003 5.683 0.12
H 1.750 -0.769 4.020 0.12
H 1.959 -2.314 4.861 0.12
H 0.839 -4.390 3.725 0.11
H 0.623 -5.559 1.574 0.10
H 0.918 -4.322 -0.541 0.10
H 1.445 -1.910 -0.485 0.09
H 1.661 -0.745 1.660 0.11


4.
67
Properties=species:S:1:pos:R:3:lowdin_charge:R:1 method="wB97M-V/def2-TZVPD" total_charge=-1 homo_ha="-0.1749 / -0.1740" lumo_ev="1.787 / 1.838" homo_lumo_gap_ha="0.241 / 0.242"
Pd 0.747 -0.054 0.328 0.62
S -0.631 -1.283 2.645 0.31
P 0.874 -2.235 1.776 0.32
C 0.675 -2.161 0.058 -0.56
P 1.998 -1.939 -1.054 0.35
S 1.460 -0.721 -2.512 0.34
C 3.731 -1.444 -0.675 -0.34
C 4.775 -2.016 -1.395 -0.10
C 6.065 -1.552 -1.224 -0.09
C 6.326 -0.519 -0.338 -0.09
C 5.282 0.086 0.343 -0.08
C 3.986 -0.361 0.158 -0.10
C 2.165 -3.646 -1.692 -0.35
C 1.229 -4.017 -2.650 -0.11
C 1.095 -5.340 -3.021 -0.09
C 1.885 -6.311 -2.424 -0.10
C 2.810 -5.949 -1.456 -0.10
C 2.944 -4.625 -1.083 -0.11
C 0.752 -3.990 2.315 -0.34
C 0.807 -4.282 3.671 -0.10
C 0.621 -5.578 4.111 -0.09
C 0.363 -6.589 3.198 -0.10
C 0.295 -6.300 1.846 -0.09
C 0.497 -5.004 1.403 -0.11
C 2.475 -1.772 2.535 -0.36
C 2.581 -0.543 3.175 -0.12
C 3.796 -0.156 3.709 -0.08
C 4.902 -0.982 3.586 -0.10
C 4.799 -2.199 2.931 -0.09
C 3.584 -2.601 2.408 -0.10
H 4.568 -2.807 -2.102 0.10
H 6.873 -1.994 -1.791 0.10
H 7.340 -0.172 -0.195 0.09
H 5.473 0.911 1.016 0.11
H 3.156 0.141 0.668 0.07
H 0.623 -3.239 -3.099 0.07
H 0.370 -5.613 -3.775 0.10
H 1.779 -7.349 -2.711 0.09
H 3.424 -6.704 -0.983 0.10
H 3.660 -4.338 -0.323 0.10
H 0.989 -3.477 4.369 0.11
H 0.675 -5.806 5.167 0.10
H 0.220 -7.607 3.536 0.09
H 0.090 -7.087 1.133 0.10
H 0.476 -4.776 0.346 0.09
H 1.705 0.098 3.245 0.07
H 3.878 0.796 4.214 0.11
H 5.855 -0.675 3.994 0.10
H 5.671 -2.829 2.820 0.10
H 3.490 -3.549 1.894 0.10
N -2.029 -3.531 0.094 0.18
C -2.912 -3.063 -0.802 -0.51
N -3.805 -3.958 -1.329 0.13
N -2.972 -1.834 -1.209 0.11
C -2.189 -0.894 -0.780 -0.37
N -1.598 0.040 -0.433 0.13
H -2.010 -4.504 0.350 0.10
H -1.218 -2.949 0.335 0.01
H -3.972 -4.803 -0.810 0.09
H -4.601 -3.555 -1.794 0.09
Cl 1.288 5.034 -0.393 0.54
C 2.340 3.615 -0.266 -0.52
C 1.513 2.373 0.111 -0.81
O 0.745 1.910 -0.741 -0.13
O 1.698 1.879 1.248 -0.11
H 3.098 3.823 0.490 0.06
H 2.795 3.460 -1.246 0.07


5.
15
Properties=species:S:1:pos:R:3:lowdin_charge:R:1 method="wB97M-V/def2-TZVPD" total_charge=0 e_above_lowest_kcal_mol=122.1 homo_ha=-0.2974 lumo_ev=0.254 homo_lumo_gap_ha=0.307
C -2.082 -0.296 -0.055 -0.33
C -0.680 -0.082 -0.172 -0.16
C 0.225 -1.117 -0.502 -0.08
C 1.725 0.341 0.415 -0.30
C 0.342 1.173 0.197 -0.06
H -3.622 0.680 0.052 0.16
H -0.263 -2.041 -0.793 0.13
H 2.543 -1.602 -0.720 0.29
H 2.029 -0.068 1.556 0.15
H 2.795 0.833 -0.068 0.16
H 0.277 1.679 1.245 0.13
H 0.525 1.673 -0.866 0.14
N 1.572 -0.795 -0.381 -0.13
O -2.784 0.959 -0.541 -0.03
O -2.603 -1.337 0.633 -0.04


6.
6
Properties=species:S:1:pos:R:3:lowdin_charge:R:1 method="wB97M-V/def2-TZVPD" total_charge=0 e_above_lowest_kcal_mol=2.8 smiles="O=C(O)S" homo_ha=-0.3817 lumo_ev=0.485 homo_lumo_gap_ha=0.399
O 0.874 -1.479 0.000 0.01
C 0.168 -0.469 0.018 -0.91
O 0.644 0.785 -0.009 0.00
S -1.599 -0.447 -0.030 0.87
H 1.612 0.735 -0.175 0.14
H -1.700 0.875 0.196 -0.11


7.
80
Properties=species:S:1:pos:R:3:lowdin_charge:R:1 method="wB97M-V/def2-TZVPD" total_charge=+3 homo_ha=-0.5634 lumo_ev=-10.528 homo_lumo_gap_ha=0.176
Ru -0.932 0.705 -0.876 0.95
N -1.654 3.699 -0.961 -0.06
P -0.579 2.793 -0.062 0.97
C 0.749 3.816 0.481 -0.35
C 0.442 4.836 1.392 -0.07
C 1.465 5.641 1.856 -0.03
C 2.774 5.418 1.436 -0.02
C 3.072 4.400 0.541 -0.04
C 2.059 3.591 0.054 -0.07
C -1.416 2.114 1.358 -0.37
C -0.600 1.524 2.351 -0.07
C -1.173 1.083 3.523 -0.03
C -2.548 1.229 3.716 -0.01
C -3.355 1.804 2.742 -0.05
C -2.801 2.229 1.546 -0.08
C -2.505 3.086 -1.876 -0.35
C -3.239 3.858 -2.772 0.03
C -4.066 3.226 -3.671 0.01
C -4.169 1.834 -3.640 -0.01
C -3.405 1.143 -2.742 -0.21
N -2.550 1.737 -1.863 -0.07
H -1.580 4.707 -0.990 0.14
H -0.572 4.995 1.740 0.12
H 1.247 6.436 2.556 0.13
H 3.569 6.047 1.816 0.13
H 4.093 4.238 0.223 0.12
H 2.281 2.798 -0.649 0.11
H 0.473 1.456 2.207 0.12
H -0.558 0.652 4.301 0.13
H -2.989 0.901 4.649 0.13
H -4.413 1.944 2.925 0.13
H -3.422 2.698 0.794 0.11
H -3.139 4.935 -2.761 0.14
H -4.620 3.804 -4.399 0.14
H -4.829 1.302 -4.310 0.13
H -3.464 0.067 -2.684 0.05
O 1.179 -3.096 2.406 0.08
C 2.258 -2.488 1.879 -0.25
C 3.504 -2.982 2.266 0.02
C 4.656 -2.431 1.753 -0.03
C 4.607 -1.370 0.840 -0.06
C 3.387 -0.868 0.466 -0.03
C 2.190 -1.414 0.971 -0.10
C 0.925 -0.857 0.529 -0.43
O 0.920 0.144 -0.309 -0.23
N -0.222 -1.365 0.928 0.03
N -1.285 -0.710 0.332 -0.29
C -2.471 -1.161 0.724 -0.88
S -3.942 -0.626 0.024 1.02
C -4.999 -1.384 1.290 -0.44
C -4.339 -2.665 1.755 -0.44
S -2.554 -2.371 1.939 1.06
H 0.374 -2.655 2.088 0.04
H 3.531 -3.793 2.981 0.14
H 5.615 -2.821 2.071 0.12
H 5.520 -0.946 0.447 0.12
H 3.324 -0.032 -0.218 0.11
H -5.968 -1.578 0.831 0.10
H -5.124 -0.666 2.100 0.08
H -4.481 -3.481 1.048 0.10
H -4.717 -2.972 2.729 0.10
C -0.323 -3.715 -1.300 0.02
N 0.791 -2.973 -1.881 -0.03
C 0.754 -1.771 -2.455 -0.60
Se -0.789 -0.698 -2.765 0.95
N 1.976 -1.465 -2.902 0.16
C 2.852 -2.502 -2.609 -0.16
C 4.206 -2.686 -2.880 0.02
C 4.750 -3.874 -2.445 -0.03
C 3.984 -4.842 -1.763 -0.03
C 2.646 -4.660 -1.500 0.03
C 2.095 -3.460 -1.947 -0.14
H -1.244 -3.159 -1.456 0.06
H -0.146 -3.852 -0.235 0.10
H -0.398 -4.682 -1.795 0.12
H 2.196 -0.624 -3.412 0.18
H 4.794 -1.947 -3.406 0.13
H 5.794 -4.078 -2.641 0.13
H 4.464 -5.758 -1.447 0.13
H 2.061 -5.408 -0.982 0.13


Max |F| / eV/A: 2.3, 4.4, 1.0, 2.8, 7.9, 2.9, 1.0